[1]
Computed, not measured: a structure of composition C31H27ClN9O2RbS, with the ωB97M-V functional and the def2-TZVPD basis.

The geometry in XYZ format:
```
72
Properties=species:S:1:pos:R:3:mulliken_charge:R:1
H -2.42097 -3.81020 -5.10026 0.293
C -1.59571 5.27164 -2.81689 -0.716
C -0.83805 -2.43305 -4.74267 1.078
C 0.82341 -2.15943 -3.26736 -0.119
H -0.33506 -2.96704 1.89364 0.267
C 2.10620 -1.07724 3.11155 0.111
C -0.56597 3.93468 -0.57408 -0.186
H -1.98953 5.77794 -3.68842 0.382
C 2.05340 5.80340 2.71727 -0.511
H -0.69093 5.81623 0.39578 0.441
N -1.66151 -1.97712 0.67492 -0.014
Rb 0.36285 0.32200 0.39019 0.686
C -2.19152 -2.75542 -5.25178 -1.145
H -0.19749 1.56684 -3.80287 0.505
C -3.69173 -3.09095 2.22184 -0.222
C -1.32981 3.90891 -2.87674 -0.702
H -1.51555 3.37748 -3.79859 0.391
N 1.16892 -1.83792 -4.52376 0.289
H 2.06146 -1.47193 -4.80408 0.178
C 0.91862 3.57325 2.60240 -0.693
H 1.77041 5.98001 1.68931 0.432
O -0.01166 1.36553 2.69804 -0.766
H -1.58657 7.02111 -1.57764 0.382
S 1.66648 -2.02840 -1.83887 -0.318
C 0.98732 2.20112 4.63957 -0.524
H 3.09700 5.15293 6.37396 0.358
N 2.05180 -1.65435 1.90747 0.080
H 2.55113 -3.31194 0.77705 0.376
C 0.59181 2.32785 3.24140 0.499
N 0.47798 3.98612 1.38011 -0.142
N -0.47502 -2.56075 -3.42025 0.550
H -3.15219 -1.06463 -0.42375 0.502
C -2.36516 -3.35696 2.49941 -0.737
H -0.98280 -2.42427 -1.54604 0.103
C -1.38746 -2.78385 1.70222 -0.287
N -1.32853 -2.90756 -2.37622 -0.872
C 3.21770 -3.52690 2.80678 0.238
Cl 3.89922 -5.09665 2.54369 -0.224
H 0.67883 1.28511 5.13230 0.549
C 2.80919 5.34889 5.34666 -0.892
O -0.55942 1.89266 -1.77843 -0.006
H 3.73206 7.27519 5.27339 0.380
C 3.28488 -2.92876 4.05368 -0.502
H -4.48991 -3.51669 2.81496 0.502
C 1.68490 3.14627 5.29522 -0.764
C -0.81363 1.19478 -2.98046 -0.542
H 3.04907 7.67333 2.91660 0.395
H -1.22123 -3.90054 -2.19017 0.246
H 2.74231 -1.16472 5.15576 0.445
C 2.60144 -2.86008 1.76234 -0.508
C 2.77349 6.74825 3.40836 -0.683
H 1.62024 -0.11282 3.20603 0.021
H 3.76899 -3.43698 4.87702 0.442
C -0.86205 5.29415 -0.53535 -0.103
C -1.36525 5.96352 -1.64055 -0.837
H -0.54609 0.15528 -2.79121 -0.482
C -3.98951 -2.25443 1.15188 0.200
N -0.06640 3.21160 0.54315 0.093
C -0.83012 3.24370 -1.76653 0.822
N -6.44017 -1.71928 0.51278 -0.464
C 3.16156 6.52686 4.73844 -0.507
C -5.35216 -1.95010 0.79846 -0.086
H -2.94179 -2.17255 -4.71776 0.274
H -1.86752 1.25176 -3.26535 0.494
C 1.67347 4.58649 3.32355 0.837
N 0.16491 -2.00949 -5.44156 -0.809
H -2.08444 -3.99757 3.32348 0.447
C 2.06876 4.37206 4.65862 0.847
C -2.94066 -1.72025 0.41375 -0.038
C 2.71700 -1.67724 4.20367 -0.443
H 1.96481 2.99770 6.33360 0.362
H -2.23126 -2.52707 -6.31316 0.350
```

Computed properties:
- Calculated total energy: -2723.24999 Ha
- Frontier orbital gap: 0.223 Eh
- Relative energy (zero: lowest compared OMol25 entry of this formula, charge and spin): 1.85 kcal/mol
- Highest occupied orbital energy: -6.45 eV

[2]
Computed, not measured: a cluster of 3 separate species, C3H7O2S in total in a non-equilibrium geometry, with the ωB97M-V functional and the def2-TZVPD basis.

The geometry in XYZ format:
```
13
Properties=species:S:1:pos:R:3:nbo_charge:R:1
S 3.38050 -0.70449 -0.92391 -0.884
H -0.93140 0.63402 1.34786 0.348
O -1.71982 -0.62776 2.10615 -1.255
H 0.68077 -0.80491 0.43983 0.298
C 0.31561 -0.08736 -0.29105 -0.413
H -1.93716 -0.63342 -0.45857 0.206
H 0.86972 0.00294 -1.22560 0.300
C -0.38490 0.98251 0.46570 -0.198
H -0.11696 1.99532 0.18743 0.217
H -1.80811 -1.35056 2.72346 0.427
O -1.41315 0.74541 -1.77870 -0.443
C -1.18112 0.09081 -0.76159 0.303
H 4.24602 -0.24252 -1.83101 0.096
```

Computed properties:
- Calculated total energy: -666.98787 Ha
- Charge: -1
- Frontier orbital gap: 0.151 Eh
- Relative energy (zero: lowest compared OMol25 entry of this formula, charge and spin): 160.28 kcal/mol
- Highest occupied orbital energy: -3.73 eV

[3]
Computed, not measured: a structure of composition C43H39ClN5O2RbSSeSi, with the ωB97M-V functional and the def2-TZVPD basis.

The geometry in XYZ format:
```
94
Properties=species:S:1:pos:R:3:mulliken_charge:R:1
C -2.35694 6.62162 -1.91209 -0.339
C -3.30029 -3.55586 -2.80027 -0.586
C -3.82162 -4.75090 -3.19438 -0.417
H 2.58848 1.46112 -3.13154 0.428
C 3.38086 0.67023 1.23012 -0.259
N -0.33552 1.93317 0.35158 0.923
C -3.41989 5.74504 -1.72656 -0.703
C -0.96453 -3.41534 5.26328 -0.686
C 2.69852 -0.69750 2.95066 -0.793
Se -2.72981 -0.70849 3.06807 0.254
H -1.48881 -3.56476 6.19765 0.437
H -4.45571 3.13017 -4.17508 0.184
C -1.14910 -4.63918 -2.37459 1.078
C 0.23448 -4.69794 -1.96757 -0.448
C 3.65574 -1.68405 3.23769 1.356
C -4.11942 2.29696 -4.78650 -0.127
N -1.29380 -1.35573 2.26462 -0.325
H -0.54551 2.09986 -3.63200 -0.281
H 4.10007 1.09112 1.94823 0.494
N 2.55357 -0.23187 1.63240 0.616
H -4.11828 3.73446 -1.84883 0.375
C 2.97104 -1.66940 5.55926 -1.053
H 4.72425 -3.30674 2.36830 0.555
H 1.33776 -0.35951 6.03960 0.435
H 0.95198 -2.77044 1.87722 0.497
C -3.28352 4.40171 -2.05395 -0.235
C -2.92566 1.64143 -4.45915 0.247
C -2.56113 0.58648 -5.31016 -0.518
H -4.85180 -4.81658 -3.52535 0.373
O 0.95438 -3.80607 -1.54449 -0.556
H -1.64859 0.03484 -5.09775 0.287
H 1.75300 2.44070 4.74514 0.379
H 4.52919 -2.90870 4.75554 0.392
C -1.72593 -5.85499 -2.79017 -0.638
Cl -3.74072 -7.44292 -3.70217 -0.303
H 6.40964 -1.50314 2.94062 0.323
H -2.42304 1.80166 0.68865 0.284
H 1.58462 2.70368 -0.00685 -0.355
S -0.03226 4.44773 0.64859 -0.257
H 3.99099 -2.21741 1.19898 0.227
H 5.69613 -0.48025 1.69124 0.276
C -1.05978 4.78541 -2.78694 -0.448
H -3.89506 -2.65030 -2.82055 0.456
C 3.06148 1.57306 -2.16370 -0.528
H -2.44886 7.66830 -1.64188 0.342
C -4.89367 1.93680 -5.88416 -0.542
C -2.10887 3.87048 -2.60841 0.307
H -0.12444 4.42581 -3.20478 0.328
C -1.17111 6.12655 -2.44233 -0.564
C -1.46906 -2.44509 4.33294 0.958
H -0.02689 0.68321 4.37953 0.598
C 0.85014 -3.89338 3.69584 -0.641
H 6.48728 -1.98899 1.23753 0.359
H -4.35594 6.10598 -1.30968 0.328
C 4.04481 2.51912 -1.80443 -0.723
C -1.92467 -3.41346 -2.35865 -0.287
C 0.14732 -4.10830 4.93599 -0.633
H 2.11119 2.40457 3.01483 0.178
C 4.52895 -2.25245 2.14760 -1.176
H 0.53296 2.95920 3.56304 0.352
H -5.80818 2.48327 -6.09785 0.331
N 2.71099 0.78693 -1.14392 0.104
C 1.32865 2.23779 3.75748 -1.257
H -2.99834 -0.61462 -7.02870 0.347
H -0.32295 6.78905 -2.58723 0.356
H 0.39511 0.63880 2.67189 -0.037
C -1.59536 3.79641 0.89015 -0.108
C -3.32401 0.21333 -6.40651 -0.557
C 1.85163 -0.22504 3.97147 0.764
C 2.00378 -0.72041 5.26107 -0.386
H 0.54506 -4.84284 5.62568 0.370
C 5.85997 -1.51475 1.99571 -1.177
C -0.76899 -2.24076 3.08019 0.562
C -4.50410 0.88759 -6.70645 -0.369
Rb 0.34603 -1.02510 -0.59019 0.700
H 4.99884 2.81198 0.18984 0.464
H -5.10644 0.59732 -7.56089 0.334
N -2.54650 -1.71398 4.52143 -0.930
Si -1.86350 1.96503 -2.86751 -0.100
H -2.45294 4.41581 1.09670 0.473
C -3.02849 -5.91730 -3.18769 0.204
C 0.79858 0.80700 3.67116 -0.632
H -1.11382 -6.75190 -2.78906 0.282
C 0.42217 -2.98781 2.79386 -0.352
H 1.75228 -4.45940 3.50777 0.440
C 0.55513 2.87573 0.28473 0.213
C 3.78534 -2.14461 4.54413 -0.269
H 3.06873 -2.05295 6.56835 0.379
C -1.56212 2.45554 0.68817 -1.061
H 0.66741 -5.72193 -2.06924 0.171
O -1.46454 -2.31119 -2.00092 -0.375
C 3.46864 1.21553 -0.08223 -0.667
H 4.48480 3.27093 -2.44393 0.396
C 4.30857 2.28590 -0.45720 -0.816
```

Computed properties:
- Calculated total energy: -5659.68301 Ha
- Charge: -2
- Frontier orbital gap: 0.140 Eh
- Relative energy (zero: lowest compared OMol25 entry of this formula, charge and spin): 21.67 kcal/mol
- Highest occupied orbital energy: -0.84 eV

[4]
Computed, not measured: a cluster of 2 separate species, C23H28N4O3 in total in a non-equilibrium geometry, with the ωB97M-V functional and the def2-TZVPD basis.

The geometry in XYZ format:
```
58
Properties=species:S:1:pos:R:3:nbo_charge:R:1
C -0.24289 1.67724 -0.76971 -0.289
C -1.53801 -0.62450 -7.54913 0.028
C 0.50118 1.49002 3.87870 -0.126
C 1.67618 0.46325 0.89623 -0.192
C -0.55999 1.38398 0.57060 -0.192
H 2.41516 0.00061 1.53753 0.229
H 0.50063 -0.51661 3.09586 0.226
O 3.99378 2.26828 3.39126 -0.633
H 1.44641 -3.19841 -1.44876 0.217
N -1.61471 -2.55981 -0.45677 -0.610
H 2.97662 0.51755 -0.82629 0.215
H -2.23079 -4.05631 -1.81701 0.192
H 0.32289 0.44789 -7.67291 0.218
C 0.39956 0.77693 1.40517 -0.072
C 0.59552 -3.22015 -0.76035 -0.402
H -0.97309 2.12786 -1.42567 0.231
O 1.33627 1.65023 -2.57141 -0.680
C -2.08742 -1.56610 -5.51457 0.061
C 1.03529 1.36715 -1.27819 0.382
C -0.46931 -1.67060 -2.38031 0.027
H -1.02803 0.32143 2.91345 0.210
H -2.34245 2.11123 3.92100 0.198
H 0.98213 -3.20805 0.26350 0.203
C -0.34229 -2.03921 -0.96340 -0.141
H -2.28447 -4.55092 -0.11226 0.202
H -1.54648 1.27717 6.56765 0.412
H -1.64277 -2.47543 0.55777 0.358
H 1.65397 4.23604 3.25711 0.218
H -0.05539 -5.22494 -0.22500 0.210
H 3.04940 4.18424 2.16118 0.247
H 1.58582 3.26792 1.75935 0.232
H -1.54635 1.61465 0.94781 0.214
C -0.06728 1.11102 5.25896 0.669
C -0.62985 -1.39094 -3.55065 -0.033
H -1.68216 3.48450 4.84627 0.199
C -1.72209 -3.96978 -0.85068 -0.232
O 0.54369 0.33680 5.98732 -0.630
C 1.99733 0.75921 -0.44208 -0.313
C 0.05313 0.44593 2.84239 -0.414
H 0.91281 0.01615 -5.26660 0.223
H -0.11135 -4.88001 -1.96667 0.211
H 2.42703 0.83993 4.47131 0.428
C 2.22098 3.60970 2.57258 -0.720
H -1.78311 -0.43000 -8.58883 0.195
C 2.78444 2.41941 3.32436 0.681
N 1.96878 1.55275 3.92198 -0.618
N -1.25287 1.58804 5.65326 -0.605
C -2.13893 2.49572 4.92230 -0.418
C -0.00906 -0.36417 -5.69810 -0.144
H -2.78611 -2.13789 -4.91085 0.202
N -2.40021 -1.33286 -6.80337 -0.409
C -0.90155 -1.10444 -4.92470 -0.150
H -3.08700 2.59016 5.45507 0.222
H 2.22632 1.37919 -2.79630 0.482
H 0.09934 2.45972 3.59200 0.215
H -0.01057 -1.16976 -0.39756 0.249
C -0.27921 -4.45652 -0.97132 -0.433
C -0.33886 -0.12451 -7.03250 -0.251
```

Computed properties:
- SMILES: CNC(=O)[C@H](Cc1ccc(O)cc1)NC(C)=O.C(#C[C@@H]1CCCN1)c1cccnc1
- Calculated total energy: -1337.94623 Ha
- Frontier orbital gap: 0.334 Eh
- Relative energy (zero: lowest compared OMol25 entry of this formula, charge and spin): 91.08 kcal/mol
- Highest occupied orbital energy: -8.69 eV

[5]
Computed, not measured: a cluster of 2 separate species, C14H27Br2N4O3 in total in a non-equilibrium geometry, with the ωB97M-V functional and the def2-TZVPD basis.

The geometry in XYZ format:
```
50
Properties=species:S:1:pos:R:3:nbo_charge:R:1
H 3.03845 -1.30743 1.07548 0.210
C 2.25986 0.84752 -2.84436 -0.408
H -3.46441 -2.26960 1.12991 0.221
H 2.95744 1.91894 -1.08283 0.210
H 2.59483 1.53341 -3.62613 0.225
H 2.95853 0.16105 -0.91256 0.185
C 3.14978 0.98285 -1.61286 -0.602
Br 2.45502 -1.50427 3.46820 -0.003
O -0.89721 2.16805 0.52807 -0.540
H -3.22300 0.11444 1.35134 0.239
C 0.76272 1.06613 -2.55670 -0.410
H 0.58399 1.60683 -1.62456 0.213
C 0.02068 -0.27154 -2.55219 -0.219
O -1.84690 4.14679 0.46996 -0.515
H 0.33756 1.68570 -3.35328 0.221
C -2.33756 -0.49539 1.53442 -0.205
H 5.32275 -0.66161 3.01474 0.242
H 2.39655 -0.15761 -3.26419 0.199
H -4.93493 0.33799 -3.41337 0.518
H 0.28813 1.54083 2.13090 0.206
C -2.69085 -1.95012 1.83161 -0.416
C -3.52641 -0.33008 -2.28115 0.702
H -1.81420 -0.05301 2.38725 0.204
H 0.58575 -1.06265 -2.05066 0.223
Br 4.21268 1.26707 1.93071 -0.016
H 4.20878 0.94725 -1.86968 0.233
H 1.12759 1.77058 0.59194 0.202
H 0.18570 -0.67488 1.57478 0.245
H -2.24560 -0.25359 -3.97072 0.443
H -0.12629 3.83231 1.45610 0.108
H -3.02676 -3.18181 3.59186 0.228
N -2.38184 -0.26228 -2.97360 -0.390
H -4.23593 -1.90878 3.37257 0.218
C 0.20261 1.41636 1.04819 -0.103
N -1.43061 -0.34218 0.37477 -0.373
H -2.63521 -1.49589 3.96320 0.203
C -3.17454 -2.15097 3.27261 -0.608
H 5.50412 -0.74151 1.24933 0.237
C 3.65141 -1.54246 1.94062 -0.449
N -3.33159 -0.38792 -0.99387 -0.503
C -0.97001 3.47092 0.84918 0.653
C 4.80349 -0.58113 2.06560 -0.446
H -0.07982 -0.60904 -3.58830 0.220
C -0.04129 -0.07087 0.69177 -0.243
N -1.35490 -0.25635 -2.04020 -0.196
C -1.97807 -0.32431 -0.83165 0.625
H 0.62831 -0.41627 -0.09418 0.212
H -1.79556 -2.55720 1.65706 0.201
O -4.70956 -0.43083 -2.87124 -0.636
H 4.01636 -2.56342 1.85610 0.240
```

Computed properties:
- Calculated total energy: -6142.18738 Ha
- Charge: +1
- Frontier orbital gap: 0.367 Eh
- Highest occupied orbital energy: -12.55 eV